No. 1
# C31H19Cl2N6O6SSn

A structure of composition C31H19Cl2N6O6SSn (ωB97M-V/def2-TZVPD, the Open Molecules 2025 dataset).

Gap between HOMO and LUMO: 8.02 eV
HOMO: -10.57 eV
Total charge: +1
Spin multiplicity: 1

Last column: Mulliken charge in e.
CARTESIAN COORDINATES (ANGSTROEM)
Sn: -0.9822 0.1244 0.1078  0.759
Cl: -2.2600 -1.7992 7.3280  -0.207
C: -1.7266 -1.4763 5.7131  0.019
C: -0.3608 -1.3452 5.4556  -0.657
C: 0.0751 -1.0874 4.1793  0.675
Cl: 1.7782 -0.9394 3.8759  -0.185
C: -0.8118 -0.9410 3.0853  -0.850
O: -0.3192 -0.7185 1.9048  0.804
C: -2.1883 -1.0874 3.3804  1.051
C: -3.2091 -1.0078 2.3585  -0.421
O: -3.0426 -0.7408 1.1733  -0.486
C: -2.6262 -1.3544 4.6880  -1.098
H: 0.3550 -1.4481 6.2596  0.493
H: -4.2336 -1.2152 2.7062  0.333
H: -3.6861 -1.4664 4.8802  0.410
N: 3.5468 0.1561 0.4786  0.089
C: 3.5990 -0.8185 -0.5029  0.648
C: 4.6529 -1.5738 -1.0031  -1.283
C: 4.3484 -2.4591 -2.0158  -0.612
C: 3.0420 -2.5766 -2.5154  -1.042
C: 2.0023 -1.8246 -2.0103  -0.267
C: 2.2890 -0.9366 -0.9722  0.106
N: 1.4691 -0.0579 -0.2619  0.703
C: 2.2649 0.5752 0.5736  0.027
C: 1.8221 1.6295 1.4785  -0.496
C: 2.5861 2.3996 2.3012  -0.147
S: 1.5958 3.5085 3.1337  -0.177
C: 0.2260 2.8747 2.3334  -0.576
N: 0.4830 1.9144 1.5012  0.539
H: 4.3184 0.4865 1.0317  0.254
H: 5.6608 -1.4710 -0.6244  0.471
H: 5.1334 -3.0694 -2.4409  0.445
H: 2.8491 -3.2758 -3.3179  0.473
H: 1.0019 -1.9187 -2.4065  0.312
H: 3.6521 2.3796 2.4582  0.416
H: -0.7659 3.2708 2.4951  0.434
O: 3.2044 6.1618 -2.2106  -0.415
C: 2.5157 7.0950 -2.1682  0.827
O: 1.8433 8.0351 -2.1284  -0.371
C: 0.1622 5.2201 -1.1702  -0.622
C: -1.0050 5.8765 -0.8072  -0.864
C: -1.9386 4.9324 -0.3736  -0.555
N: -1.5004 3.6440 -0.3948  -0.247
C: -0.2753 3.7339 -0.8576  0.636
C: 0.9113 4.0910 -1.3274  0.066
C: 0.7503 0.8969 -3.2266  0.958
O: 1.6922 1.5682 -3.2375  -0.456
O: -0.1954 0.2245 -3.2048  -0.442
H: -1.1681 6.9415 -0.8566  0.468
H: -2.9460 5.1444 -0.0339  0.407
H: 1.8862 3.7687 -1.6684  0.657
N: -1.5451 -3.8404 -1.8228  -0.070
C: -1.6897 -2.5291 -1.5556  -0.695
N: -0.9181 -2.1306 -0.5746  0.348
C: -0.2135 -3.2609 -0.1531  0.057
C: 0.7624 -3.4158 0.8326  -0.113
C: 1.3075 -4.6721 0.9861  -1.101
C: 0.9049 -5.7575 0.1891  -0.554
C: -0.0553 -5.6166 -0.7897  -1.124
C: -0.6007 -4.3455 -0.9410  0.713
H: -2.0527 -4.3530 -2.5236  0.225
H: -2.3709 -1.8933 -2.1008  0.537
H: 1.0725 -2.5799 1.4427  0.431
H: 2.0663 -4.8304 1.7409  0.474
H: 1.3599 -6.7257 0.3481  0.428
H: -0.3647 -6.4501 -1.4057  0.440


No. 2
# C31H19CrF3N2O6Sb

A structure of composition C31H19CrF3N2O6Sb (ωB97M-V/def2-TZVPD, the Open Molecules 2025 dataset).

Gap between HOMO and LUMO (spin up / spin down): 5.97 / 6.33 eV
<S²>: 3.782
HOMO (spin up / spin down): -8.15 / -8.15 eV
Total charge: 0
Spin multiplicity: 4

Last column: Löwdin spin population.
CARTESIAN COORDINATES (ANGSTROEM)
Cr: 0.0419 1.9329 -0.9260  2.905
O: 3.3944 2.4395 1.0920  0.013
C: 2.2653 2.3532 0.6777  0.008
O: 1.9054 2.0307 -0.5352  0.032
C: 1.0814 2.5668 1.5919  0.009
C: 1.2023 2.9899 2.8992  -0.003
C: 0.0495 3.1234 3.6565  0.011
C: -1.1797 2.8219 3.0882  -0.003
C: -1.2265 2.4049 1.7707  0.008
N: -0.1113 2.2881 1.0441  -0.025
H: 2.1886 3.1975 3.2885  0.000
H: 0.1068 3.4581 4.6835  0.001
H: -2.0978 2.9114 3.6502  0.000
H: -2.1602 2.1637 1.2796  0.000
O: -6.6319 3.4505 -1.3639  0.001
C: -6.2579 2.2790 -1.2319  0.001
O: -6.8561 1.2111 -1.0297  0.001
C: -4.7044 2.1086 -1.3030  0.011
C: -4.1344 0.8481 -1.1648  -0.001
C: -2.7634 0.7199 -1.1616  0.007
N: -1.9487 1.7759 -1.2844  -0.006
C: -2.4986 2.9996 -1.4540  0.010
C: -3.8604 3.2028 -1.4763  -0.002
C: -1.4900 4.1135 -1.5796  0.008
O: -1.7827 5.2510 -1.8074  0.008
O: -0.2382 3.6828 -1.4023  0.017
H: -4.8031 0.0050 -1.0472  0.000
H: -2.2792 -0.2407 -1.0458  0.000
H: -4.2864 4.1893 -1.6022  0.000
F: -1.5056 -6.3480 -2.6812  0.000
C: -1.0235 -5.1576 -2.3012  0.000
C: 0.3173 -4.8902 -2.4941  0.000
C: 0.8125 -3.6595 -2.0930  -0.001
C: -0.0232 -2.7119 -1.5104  -0.007
C: -1.3742 -3.0112 -1.3464  -0.001
C: -1.8863 -4.2384 -1.7355  0.000
Sb: 0.7650 -0.8477 -0.8819  -0.005
C: 2.8221 -1.1436 -1.2094  -0.002
C: 3.5074 -2.1605 -0.5469  0.000
C: 4.8593 -2.3616 -0.7683  0.000
C: 5.5082 -1.5310 -1.6638  0.000
F: 6.8167 -1.7203 -1.8817  0.000
C: 4.8613 -0.5137 -2.3370  0.000
C: 3.5092 -0.3241 -2.1003  0.000
C: 0.7176 -1.0059 1.2395  0.006
C: 1.8224 -0.6836 2.0203  0.001
C: 1.7232 -0.6396 3.4040  0.000
C: 0.5035 -0.9200 3.9877  0.001
F: 0.3975 -0.8681 5.3247  0.000
C: -0.6161 -1.2445 3.2445  0.000
C: -0.4974 -1.2795 1.8649  0.001
H: 0.9532 -5.6359 -2.9509  0.000
H: 1.8628 -3.4459 -2.2475  0.000
H: -2.0591 -2.2934 -0.9128  0.000
H: -2.9322 -4.4838 -1.6138  0.000
H: 2.9908 -2.8064 0.1548  0.000
H: 5.4105 -3.1409 -0.2605  0.000
H: 5.4140 0.1166 -3.0193  0.000
H: 3.0039 0.4911 -2.6019  0.000
H: 2.7741 -0.4445 1.5590  0.000
H: 2.5722 -0.3871 4.0249  0.000
H: -1.5512 -1.4605 3.7430  0.000
H: -1.3802 -1.5273 1.2838  0.000


No. 3
# C31H19F8NO2PS3Sc

A structure of composition C31H19F8NO2PS3Sc (ωB97M-V/def2-TZVPD, the Open Molecules 2025 dataset).

Gap between HOMO and LUMO: 6.54 eV
HOMO: -2.19 eV
Total charge: -2
Spin multiplicity: 1

Last column: Mulliken charge in e.
CARTESIAN COORDINATES (ANGSTROEM)
Sc: 1.4774 0.5660 2.0843  1.138
S: -3.0386 -0.8658 -0.3340  -0.412
C: -4.0435 0.4153 -0.9517  0.091
C: -5.2992 0.4312 -1.5407  -0.518
C: -5.8336 1.6551 -1.9301  -0.359
C: -5.1200 2.8339 -1.7319  -0.701
C: -3.8571 2.8226 -1.1437  -0.198
C: -3.3275 1.6022 -0.7600  -0.138
S: -1.8150 1.0877 0.0017  0.473
H: -5.8471 -0.4919 -1.6914  0.379
H: -6.8145 1.6913 -2.3915  0.323
H: -5.5540 3.7801 -2.0349  0.327
H: -3.3000 3.7343 -0.9813  0.425
F: 2.0393 1.7983 4.2332  -0.076
C: 0.9487 1.0876 4.7406  -0.693
F: 1.3474 -0.2365 4.2571  -0.157
F: 0.0153 1.3715 3.5998  0.012
N: 0.5706 -1.0990 1.1987  -0.833
P: 1.0807 -1.7008 -0.1207  1.790
C: 0.2990 -3.3121 -0.5184  -0.285
C: -0.8752 -3.6213 0.1588  -0.390
C: -1.5364 -4.8162 -0.0930  -0.770
C: -1.0222 -5.7138 -1.0182  -0.392
C: 0.1574 -5.4162 -1.6904  -0.663
C: 0.8142 -4.2198 -1.4399  -0.194
C: 2.8607 -2.1549 -0.1995  0.345
C: 3.4140 -2.7056 0.9545  -0.504
C: 4.7460 -3.0828 0.9891  -0.750
C: 5.5476 -2.9086 -0.1330  -0.369
C: 5.0075 -2.3555 -1.2832  -0.723
C: 3.6690 -1.9814 -1.3159  -0.203
C: 0.8268 -0.7015 -1.6240  0.652
C: -0.0684 -1.0521 -2.6287  -0.500
C: -0.3511 -0.1623 -3.6572  -0.568
C: 0.2603 1.0821 -3.6858  -0.445
C: 1.1560 1.4379 -2.6853  -0.754
C: 1.4391 0.5540 -1.6561  -0.338
H: -1.2492 -2.9108 0.8868  0.581
H: -2.4567 -5.0411 0.4322  0.386
H: -1.5372 -6.6473 -1.2145  0.356
H: 0.5662 -6.1176 -2.4087  0.375
H: 1.7369 -3.9912 -1.9618  0.380
H: 2.7917 -2.8070 1.8367  0.376
H: 5.1654 -3.4961 1.8987  0.364
H: 6.5943 -3.1883 -0.1031  0.359
H: 5.6308 -2.1976 -2.1557  0.377
H: 3.2585 -1.5353 -2.2136  0.362
H: -0.5834 -2.0039 -2.5908  0.267
H: -1.0740 -0.4325 -4.4178  0.367
H: 0.0196 1.7864 -4.4739  0.330
H: 1.6100 2.4209 -2.6761  0.359
H: 2.1056 0.8706 -0.8561  0.432
O: 3.3201 0.6019 1.5683  -0.592
O: 2.5914 1.8317 1.1606  -0.506
F: -0.5953 5.4089 5.4550  -0.354
C: -0.6479 4.9371 4.1982  0.726
C: 0.4648 4.9955 3.3815  0.143
F: 1.5991 5.5377 3.8528  -0.356
C: 0.4005 4.5155 2.0873  0.186
F: 1.5004 4.6287 1.3393  -0.439
C: -0.7610 3.9537 1.5487  0.471
S: -0.7774 3.3388 -0.0876  -0.348
C: -1.8678 3.9382 2.3980  0.090
F: -3.0445 3.4712 1.9669  -0.353
C: -1.8202 4.4094 3.6962  -0.016
F: -2.9143 4.3695 4.4753  -0.345


No. 4
# C31H20Br2CdIN3O2

A structure of composition C31H20Br2CdIN3O2 (ωB97M-V/def2-TZVPD, the Open Molecules 2025 dataset).

Gap between HOMO and LUMO: 6.68 eV
HOMO: -6.92 eV
Total charge: 0
Spin multiplicity: 1

Last column: Mulliken charge in e.
CARTESIAN COORDINATES (ANGSTROEM)
Cd: -0.2896 -0.2705 0.3087  0.362
C: -3.2024 -3.2490 -1.3186  -0.685
C: -2.1854 -2.7660 -0.4852  -0.443
N: -2.1427 -1.5227 -0.0601  -0.564
C: -3.1209 -0.6600 -0.4041  0.612
C: -4.1962 -1.0591 -1.2409  1.615
C: -4.2013 -2.3921 -1.7010  -0.694
C: -5.1732 -0.1177 -1.6109  -0.913
C: -5.0524 1.1842 -1.1962  -1.012
C: -4.0004 1.5989 -0.3781  -0.001
C: -3.0290 0.7031 0.0679  -0.820
N: -1.9184 0.9714 0.8002  0.242
C: -1.7253 1.8738 1.7779  0.371
C: -2.6845 2.7188 2.3438  -0.634
C: -2.3960 3.5338 3.4318  -0.897
C: -1.1549 3.5429 4.0213  -0.910
C: -0.1532 2.6957 3.5248  1.013
C: 1.1131 2.5842 4.1357  -0.578
C: 2.0303 1.6928 3.6469  -0.825
C: 1.6963 0.9324 2.5196  0.071
N: 0.5290 1.0316 1.9182  -0.413
C: -0.4148 1.8700 2.3935  -0.013
H: -3.1694 -4.2692 -1.6682  0.428
H: -1.3761 -3.4077 -0.1568  0.627
H: -4.9879 -2.7071 -2.3742  0.417
H: -5.9840 -0.4336 -2.2491  0.397
H: -5.7721 1.9221 -1.5196  0.380
H: -3.9369 2.6436 -0.1152  0.601
H: -3.6905 2.7055 1.9615  0.488
H: -3.1827 4.1517 3.8384  0.388
H: -0.9458 4.1678 4.8767  0.370
H: 1.3291 3.1951 5.0014  0.419
H: 2.9902 1.5657 4.1197  0.386
H: 2.4037 0.2221 2.1031  0.507
Br: -1.4450 -0.5065 -5.7020  -0.193
C: 0.1055 0.5026 -5.3130  0.080
C: 1.0935 0.6199 -6.2779  -0.411
C: 2.2481 1.3289 -5.9969  -0.486
C: 2.4159 1.9177 -4.7541  -0.675
C: 1.4194 1.8201 -3.7991  -0.281
C: 0.2574 1.1182 -4.0774  0.237
I: -1.2874 1.0682 -2.6302  0.257
H: 0.9496 0.1618 -7.2444  0.394
H: 3.0145 1.4195 -6.7520  0.369
H: 3.3186 2.4633 -4.5266  0.378
H: 1.5409 2.2850 -2.8322  0.377
Br: 4.1560 -6.4318 -3.8004  -0.205
C: 3.2699 -5.0135 -2.8892  0.021
C: 1.9328 -4.7724 -3.1523  -0.522
C: 1.2935 -3.7297 -2.5037  -0.244
C: 1.9867 -2.9441 -1.5933  -0.019
C: 3.3235 -3.2085 -1.3297  -0.318
C: 3.9703 -4.2478 -1.9732  -0.498
C: 1.2791 -1.8542 -0.8358  1.075
O: 0.8181 -2.1462 0.2878  -0.808
O: 1.1663 -0.7173 -1.3454  -0.610
H: 1.4005 -5.3948 -3.8546  0.441
H: 0.2446 -3.5444 -2.6903  0.481
H: 3.8604 -2.6134 -0.6074  0.447
H: 5.0072 -4.4565 -1.7586  0.423


No. 5
# C31H20BrCoN5O2Se

A structure of composition C31H20BrCoN5O2Se (ωB97M-V/def2-TZVPD, the Open Molecules 2025 dataset).

Gap between HOMO and LUMO (spin up / spin down): 6.75 / 6.75 eV
HOMO (spin up / spin down): -11.01 / -11.01 eV
Total charge: +1
Spin multiplicity: 1

Last column: Mulliken charge in e.
CARTESIAN COORDINATES (ANGSTROEM)
Co: 0.0220 -0.0653 0.0394  -0.343
Se: 5.3610 5.2923 0.0744  0.341
N: 5.4269 3.5383 -0.0293  -0.845
C: 4.1938 3.0997 -0.0815  0.808
C: 3.8346 1.6999 -0.1842  0.685
C: 4.7600 0.6513 -0.1905  -0.597
C: 4.2999 -0.6451 -0.2963  -0.842
C: 2.9303 -0.8741 -0.3857  -0.184
N: 2.0477 0.1131 -0.3728  -0.219
C: 2.4779 1.3834 -0.2723  -0.415
C: 1.4483 2.4019 -0.2096  0.212
N: 0.1721 1.9677 -0.2550  -0.009
C: -0.8059 2.8597 -0.1511  -0.024
C: -0.5732 4.2215 -0.0131  -1.024
C: 0.7279 4.6799 0.0260  -0.504
C: 1.7684 3.7546 -0.0764  0.546
C: 3.1717 4.1151 -0.0393  0.828
N: 3.6044 5.3488 0.0413  -0.848
H: 5.8145 0.8778 -0.1057  0.557
H: 4.9855 -1.4798 -0.3042  0.495
H: 2.5248 -1.8756 -0.4660  0.422
H: -1.8182 2.4774 -0.1783  0.412
H: -1.4077 4.9026 0.0660  0.456
H: 0.9623 5.7293 0.1435  0.567
N: -2.0342 -0.1512 -0.1749  0.104
C: -2.9483 0.0228 0.9123  0.274
C: -4.2543 0.4081 0.6189  -0.548
C: -5.1921 0.5866 1.6157  -0.683
C: -4.8186 0.4042 2.9385  -0.733
C: -3.5230 0.0273 3.2331  -1.197
C: -2.5652 -0.2018 2.2365  0.474
C: -1.1893 -0.5616 2.6531  0.196
C: -0.9975 -1.2362 3.8686  -0.769
C: 0.2540 -1.3718 4.4381  -1.036
C: 1.3614 -0.8141 3.8159  -0.885
C: 1.2090 -0.2262 2.5711  -0.282
C: -0.0407 -0.1562 1.9703  2.138
H: -2.3887 0.3585 -0.9788  0.461
H: -2.0480 -1.1722 -0.4960  0.451
H: -4.5374 0.5552 -0.4182  0.418
H: -6.2046 0.8726 1.3646  0.418
H: -5.5281 0.5656 3.7383  0.423
H: -3.2300 -0.0602 4.2691  0.530
H: -1.8530 -1.6706 4.3666  0.604
H: 0.3644 -1.8922 5.3801  0.426
H: 2.3383 -0.8630 4.2779  0.448
H: 2.0841 0.1818 2.0784  0.225
Br: 2.5567 -6.0247 2.3809  -0.191
C: 1.2383 -5.7807 1.0360  -0.144
C: 0.7086 -6.8790 0.3795  -0.415
C: -0.2657 -6.6829 -0.5897  -0.553
C: -0.7163 -5.4070 -0.8876  -0.512
C: -0.1648 -4.3174 -0.2267  0.492
C: 0.8228 -4.4965 0.7351  -0.227
C: -0.6743 -2.9299 -0.4639  0.442
O: -1.8747 -2.7717 -0.7294  -0.826
O: 0.1959 -1.9884 -0.3566  -0.636
H: 1.0511 -7.8746 0.6253  0.405
H: -0.6812 -7.5386 -1.1049  0.396
H: -1.4909 -5.2488 -1.6254  0.450
H: 1.2396 -3.6399 1.2476  0.386


No. 6
# C31H20BrF4N3O8PPtS

A structure of composition C31H20BrF4N3O8PPtS (ωB97M-V/def2-TZVPD, the Open Molecules 2025 dataset).

Gap between HOMO and LUMO: 4.69 eV
HOMO: -16.92 eV
Total charge: +3
Spin multiplicity: 1

Last column: Mulliken charge in e.
CARTESIAN COORDINATES (ANGSTROEM)
Pt: -0.6590 0.1174 -0.0073  2.095
F: -6.2484 0.8425 3.8175  -0.209
C: -5.3676 1.0376 2.8790  0.463
C: -5.7371 1.6357 1.6819  0.300
F: -6.9744 2.0088 1.4848  -0.224
C: -4.7820 1.8479 0.6915  0.151
F: -5.1574 2.4665 -0.4187  -0.333
C: -3.4627 1.4464 0.8620  0.094
P: -2.2508 1.7219 -0.4373  -0.036
C: -1.6519 3.3710 -0.3050  1.046
C: -0.6725 3.6903 0.6492  -0.268
C: -0.2955 5.0076 0.8169  -0.975
C: -0.8882 6.0028 0.0443  -0.584
C: -1.8550 5.6867 -0.9031  -0.876
C: -2.2435 4.3734 -1.0933  -0.394
C: -2.8580 1.3068 -2.0114  1.188
C: -3.9227 0.3913 -2.1661  -0.717
C: -4.3932 0.1108 -3.4290  -0.901
C: -3.7914 0.7031 -4.5428  -0.547
C: -2.7126 1.5724 -4.4013  -0.947
C: -2.2268 1.8665 -3.1436  -0.614
C: -3.1214 0.8718 2.0827  0.211
Br: -1.3140 0.4316 2.4509  -0.090
C: -4.0376 0.6621 3.0842  0.504
F: -3.6755 0.1263 4.2315  -0.277
H: -0.2057 2.9187 1.2462  0.253
H: 0.4635 5.2663 1.5422  0.474
H: -0.5998 7.0357 0.1887  0.458
H: -2.3181 6.4691 -1.4890  0.481
H: -3.0274 4.1409 -1.8013  0.484
H: -4.4024 -0.0451 -1.2990  0.436
H: -5.2401 -0.5503 -3.5589  0.561
H: -4.1693 0.4803 -5.5328  0.510
H: -2.2586 2.0212 -5.2742  0.530
H: -1.3758 2.5262 -3.0322  0.614
C: 3.4491 1.6935 1.1053  -1.108
S: 2.4493 0.3204 0.5681  0.240
O: 1.1119 1.0910 0.2043  -0.245
C: 3.2963 -0.0807 -0.9273  0.772
C: 4.0685 -1.2371 -0.9151  -0.404
C: 4.7857 -1.5751 -2.0514  -0.678
C: 4.6895 -0.7874 -3.1899  -0.432
C: 3.9099 0.3682 -3.1858  -0.775
C: 3.1890 0.7227 -2.0523  -0.377
H: 3.4918 2.4284 0.3035  0.363
H: 4.4358 1.2869 1.3245  0.459
H: 3.0032 2.1112 2.0076  0.445
H: 4.0993 -1.8778 -0.0410  0.468
H: 5.4109 -2.4572 -2.0415  0.459
H: 5.2234 -1.0605 -4.0898  0.483
H: 3.9477 1.0476 -4.0260  0.430
H: 2.5576 1.6025 -2.0641  0.352
O: -4.0892 -4.6703 -4.6068  -0.560
N: -2.9618 -4.3830 -4.9396  1.004
O: -2.3886 -4.6959 -5.9531  -0.545
C: -2.2054 -3.5280 -3.9969  -0.632
C: -1.0115 -2.9500 -4.4094  -0.640
C: -0.3560 -2.1017 -3.5446  0.078
C: -0.7982 -1.8525 -2.2358  0.876
O: -0.0680 -1.1862 -1.3754  -0.704
C: -2.0042 -2.4846 -1.8899  0.082
C: -2.7166 -3.3176 -2.7405  -0.420
N: -2.5509 -2.2748 -0.5752  0.840
O: -3.2761 -3.0625 -0.0734  -0.481
O: -2.3367 -1.1601 0.0331  -0.560
N: 0.8534 -1.4309 -4.0467  0.993
O: 1.5714 -2.0394 -4.7970  -0.548
O: 1.0015 -0.2758 -3.6797  -0.439
H: -0.6218 -3.1458 -5.4015  0.676
H: -3.6448 -3.7844 -2.4354  0.670


Result set for ΔE to the lowest compared entry with this formula, charge and spin: 0.2 0.0 39.5 9.2 20.4 10.4 kcal per mole, one per record in the order listed.